A molecular structure, C32H23BrN4O3RuSSbSe4, computed with ωB97M-V/def2-TZVPD.

Results
frontier orbital gap (spin up / spin down)	3.619 / 5.331	eV
spin multiplicity	6
E_LUMO (spin up / spin down)	3.57 / 2.82	eV
total energy	-14591.13667	hartree
total charge	-2

Last column: Mulliken charge in e.
Cartesian coordinates (Å):
Ru: -0.02720 -0.95520 -0.53534  -0.02
Br: 5.41379 -5.87306 -1.87106  -0.29
C: 4.26822 -4.37083 -1.54324  0.13
C: 4.75929 -3.09161 -1.76903  -0.66
C: 3.92161 -2.01850 -1.46710  -0.63
C: 2.64143 -2.18998 -0.95620  0.08
O: 1.97165 -1.10691 -0.57092  -0.07
C: 2.10129 -3.51464 -0.83588  0.93
C: 0.77767 -3.82281 -0.47464  -0.67
N: -0.25109 -2.95094 -0.39183  0.91
C: -1.54561 -3.32815 -0.01615  0.36
C: -1.94736 -4.61549 0.33725  -0.99
C: -3.28225 -4.85753 0.67039  -0.82
C: -4.22061 -3.84541 0.65860  -0.77
C: -3.84700 -2.52788 0.31736  0.85
C: -4.74690 -1.41874 0.30020  -1.16
C: -4.25070 -0.15425 -0.06701  -0.72
C: -2.93065 0.00960 -0.39947  -0.98
N: -2.05292 -1.03382 -0.38510  0.67
C: -2.50172 -2.29421 -0.01614  0.58
C: 2.99156 -4.59537 -1.09638  -1.14
H: 5.75394 -2.93434 -2.16071  0.39
H: 4.26279 -0.99933 -1.60338  0.43
H: 0.54728 -4.87169 -0.33227  0.00
H: -1.23525 -5.42748 0.36653  0.29
H: -3.58122 -5.86456 0.93947  0.35
H: -5.25547 -4.04751 0.91274  0.35
H: -5.78860 -1.56716 0.55388  0.33
H: -4.90344 0.71006 -0.10000  0.41
H: -2.52186 0.95803 -0.72631  0.56
H: 2.62885 -5.60726 -0.96797  0.43
Se: -0.42987 0.89320 -7.26094  -0.65
Sb: -0.29517 -1.08763 -5.84421  0.50
Se: -1.93974 -0.82948 -3.80440  -0.43
Se: 0.13599 -1.13773 -2.76800  0.16
Se: -0.88943 -3.14173 -6.98150  -0.60
C: -1.55267 4.21960 5.85897  -1.51
C: -1.01780 3.23159 4.85481  1.13
C: -1.76524 2.87796 3.73470  -0.93
C: -1.26193 1.99711 2.78996  -0.49
C: 0.00294 1.45981 2.97324  -0.20
C: 0.76208 1.78987 4.08279  -0.25
C: 0.24568 2.67414 5.02007  -0.81
S: 0.65396 0.35493 1.74421  1.94
O: 2.03253 0.14291 2.08378  -0.72
O: -0.21836 -0.82803 1.74270  -0.81
N: 0.33720 1.03355 0.31031  0.46
C: 1.16610 2.07949 -0.11849  0.75
C: 2.09892 2.73729 0.65245  -0.76
C: 2.92992 3.74205 0.10889  -1.04
C: 2.83640 4.10547 -1.19994  -0.93
C: 1.84208 3.50560 -2.01121  1.04
C: 1.67465 3.84531 -3.37833  -0.68
C: 0.66574 3.28740 -4.09514  -0.97
C: -0.21941 2.40309 -3.42568  -0.32
N: -0.06718 2.02716 -2.18635  -0.01
C: 0.97618 2.53508 -1.47166  0.02
H: -2.63668 4.30620 5.78703  0.35
H: -1.12597 5.21140 5.69153  0.28
H: -1.29785 3.92085 6.87687  0.37
H: -2.75409 3.30017 3.59713  0.33
H: -1.84196 1.71884 1.91722  0.36
H: 1.74576 1.35271 4.19306  0.54
H: 0.83604 2.93754 5.89113  0.34
H: 2.24404 2.46195 1.68453  0.33
H: 3.67021 4.20512 0.75066  0.36
H: 3.49802 4.84679 -1.63308  0.34
H: 2.36149 4.55329 -3.83033  0.36
H: 0.52192 3.47615 -5.15034  0.37
H: -1.07402 1.99796 -3.95675  0.67